(1)
A cluster of 2 separate species, C2H7NS2 in total at a distorted geometry, computed with wB97M-V/def2-TZVPD.

Calculated values
Spin multiplicity   1
Molecular weight   109.22 g mol⁻¹
DFT total energy   -25346.773 eV
Relative energy (zero: lowest compared OMol25 entry of this formula, charge and spin)   29.4 kcal/mol
Max |F|   1.171 eV/Å

Last column: Mulliken charge in e.
CARTESIAN COORDINATES (ANGSTROEM)
C 1.74 -0.15 -0.23  -0.272
N 1.13 0.49 -1.11  -0.394
C -0.09 -0.10 -1.62  -0.645
H 2.68 0.28 0.12  0.250
H 1.51 -1.13 0.20  0.319
H -0.83 0.67 -1.83  0.235
H 0.09 -0.60 -2.57  0.294
H -0.51 -0.86 -0.96  0.228
S -0.85 -0.54 2.08  -0.196
S -2.23 1.00 2.15  -0.143
H 0.02 0.07 2.89  0.179
H -2.65 0.87 0.88  0.145

=====

(2)
A structure of composition C40H31F6N2O4P2PdS2 at a distorted geometry, computed with wB97M-V/def2-TZVPD.

Calculated values
Spin multiplicity   1
Molecular weight   950.19 g mol⁻¹
DFT total energy   -113171.235 eV
Relative energy (zero: lowest compared OMol25 entry of this formula, charge and spin)   219.0 kcal/mol
Max |F|   3.559 eV/Å
Net charge   +1

Last column: Mulliken charge in e.
CARTESIAN COORDINATES (ANGSTROEM)
Pd 0.25 0.96 0.42  -0.331
C 0.37 -1.70 2.37  -1.262
P -1.05 -0.95 1.42  1.634
C -2.31 -1.84 2.42  0.542
C -2.43 -3.22 2.25  -0.361
C -3.23 -3.96 3.11  -0.851
C -3.91 -3.32 4.15  -0.565
C -3.79 -1.95 4.31  -0.685
C -2.99 -1.21 3.46  -0.407
C -1.19 -1.73 -0.23  0.567
C -2.51 -1.96 -0.63  -0.615
C -2.80 -2.48 -1.88  -0.866
C -1.76 -2.76 -2.75  -1.240
C -0.46 -2.50 -2.37  -0.422
C -0.15 -1.93 -1.14  -0.843
C 1.63 -0.92 2.26  -0.003
C 2.90 -1.30 2.67  -1.069
C 3.73 -0.20 2.45  -1.417
C 2.94 0.82 1.93  0.153
C 3.41 2.21 1.68  -1.098
P 2.44 3.29 0.56  -0.603
C 0.82 3.32 1.45  0.608
C -0.37 3.70 0.68  0.035
C -1.61 4.10 1.44  -0.166
C -1.50 4.25 2.88  -1.035
C -0.43 3.74 3.52  -0.916
C 0.72 3.26 2.80  -0.214
C 2.20 2.27 -0.94  0.488
C 1.82 2.97 -2.07  -0.730
C 1.96 2.44 -3.35  -0.596
C 2.75 1.29 -3.55  -0.663
C 3.19 0.56 -2.50  -1.061
C 2.66 0.81 -1.11  1.310
N 1.65 0.37 1.81  1.086
H 0.51 -2.76 2.13  0.381
H 0.03 -1.67 3.42  0.813
H -1.91 -3.72 1.44  0.405
H -3.31 -5.03 2.98  0.435
H -4.52 -3.90 4.82  0.407
H -4.33 -1.46 5.11  0.441
H -2.89 -0.14 3.60  0.464
H -3.32 -1.74 0.05  0.373
H -3.83 -2.64 -2.18  0.462
H -1.96 -3.16 -3.73  0.418
H 0.33 -2.72 -3.07  0.687
H 1.46 -1.77 0.27  -0.744
H 3.17 -2.25 3.10  0.650
H 4.78 -0.11 2.68  0.600
H 4.43 2.18 1.29  0.579
H 3.48 2.77 2.62  0.531
H -0.26 4.05 -0.34  -0.028
H -2.35 4.69 0.91  0.550
H -2.28 4.78 3.40  0.482
H -0.36 3.80 4.59  0.500
H 1.56 2.94 3.40  0.280
H 1.49 3.99 -1.96  0.461
H 1.57 2.99 -4.20  0.626
H 3.09 1.05 -4.55  0.523
H 3.90 -0.24 -2.61  0.816
H 3.43 0.54 -0.38  0.537
F -5.78 0.63 -0.57  -0.230
C -4.99 1.45 0.10  0.630
F -5.73 2.17 0.95  -0.243
F -4.13 0.72 0.84  -0.107
S -3.97 2.57 -1.03  0.453
O -1.45 2.79 0.90  0.049
O -4.94 3.13 -1.96  -0.613
N -3.26 1.24 -1.71  -0.363
S -1.85 1.35 -2.36  0.718
O -1.57 0.30 -3.29  -0.700
O -0.70 1.64 -1.46  0.039
C -1.83 2.95 -3.35  0.335
F -1.80 3.97 -2.47  -0.151
F -0.72 3.03 -4.09  -0.179
F -2.88 3.08 -4.12  -0.177
C 1.44 -0.05 -0.86  -0.048
C 1.31 -1.53 -0.80  2.907
C 2.36 -2.35 -1.54  -0.292
C 2.58 -2.24 -2.91  -0.318
C 3.52 -3.06 -3.53  -1.231
C 4.24 -3.98 -2.80  -0.788
C 4.02 -4.10 -1.44  -0.792
C 3.09 -3.29 -0.81  -0.512
H 2.03 -1.52 -3.49  0.841
H 3.67 -2.97 -4.60  0.437
H 4.97 -4.62 -3.29  0.440
H 4.57 -4.82 -0.86  0.469
H 2.92 -3.40 0.25  0.373

=====

(3)
A cluster of 15 separate species, C46H130N8O15 in total at a distorted geometry, computed with wB97M-V/def2-TZVPD.

Calculated values
Spin multiplicity   1
Molecular weight   1035.59 g mol⁻¹
DFT total energy   -92436.194 eV
Relative energy (zero: lowest compared OMol25 entry of this formula, charge and spin)   73.0 kcal/mol
Max |F|   2.742 eV/Å

Last column: Mulliken charge in e.
CARTESIAN COORDINATES (ANGSTROEM)
C -0.05 6.70 -0.95  -0.804
C -0.61 5.64 0.00  1.117
O -1.01 6.23 1.25  -0.595
H -0.77 7.54 -1.08  0.321
H 0.21 6.32 -1.92  -0.164
H 0.87 7.02 -0.49  0.364
H 0.19 4.88 0.27  -0.562
H -1.37 4.99 -0.38  0.110
H -0.54 5.83 1.98  0.621
C -0.43 -0.32 4.78  0.388
C -0.35 1.07 5.53  -0.383
O 0.99 1.31 5.96  -0.453
H 0.04 -1.05 5.44  -0.096
H 0.16 -0.18 3.88  -0.304
H -1.45 -0.64 4.54  0.095
H -1.07 1.17 6.33  0.401
H -0.53 1.91 4.90  0.006
H 1.35 0.68 6.59  0.274
C -3.76 2.81 2.10  -1.545
C -2.85 1.89 1.34  1.429
O -1.97 2.66 0.64  -0.263
H -4.60 2.34 2.61  0.363
H -4.19 3.51 1.36  0.376
H -3.21 3.39 2.85  0.167
H -3.44 1.15 0.71  -0.419
H -2.23 1.23 2.02  -0.121
H -1.20 2.15 0.33  -0.013
C 0.97 1.51 -4.96  -0.085
C 2.37 1.01 -4.61  0.277
O 3.30 2.07 -4.40  -0.564
H 1.04 2.13 -5.88  0.119
H 0.64 2.22 -4.22  -0.390
H 0.28 0.69 -5.07  0.353
H 2.78 0.30 -5.34  0.482
H 2.34 0.42 -3.68  -0.383
H 3.49 2.71 -5.13  0.312
C -4.99 -4.17 1.09  -1.445
C -4.15 -3.18 0.33  0.399
O -2.91 -3.78 -0.16  -0.435
H -4.97 -4.13 2.18  0.304
H -4.74 -5.20 0.76  0.281
H -6.03 -4.09 0.80  0.364
H -3.79 -2.37 0.95  -0.178
H -4.68 -2.74 -0.50  0.575
H -2.47 -3.12 -0.76  0.164
C 4.57 1.67 -0.04  -0.487
C 5.01 3.11 0.19  -0.414
O 4.84 3.39 1.60  -0.392
H 5.14 0.98 0.55  0.325
H 4.77 1.40 -1.08  0.383
H 3.56 1.44 0.32  -0.255
H 4.52 3.85 -0.46  0.259
H 6.11 3.22 -0.06  0.350
H 5.52 4.08 1.91  0.244
C -4.40 1.93 -4.29  -1.173
C -3.02 1.27 -4.40  0.100
O -2.97 -0.10 -3.95  -0.511
H -5.13 1.40 -4.89  0.363
H -4.40 2.92 -4.72  0.399
H -4.73 2.00 -3.27  0.140
H -2.28 1.88 -3.79  -0.103
H -2.56 1.31 -5.37  0.488
H -2.92 -0.64 -4.74  0.238
C 1.27 2.79 2.60  1.379
C 1.95 3.92 3.50  0.564
C 0.90 4.60 4.36  -1.164
O -0.04 5.41 3.59  -0.460
C -1.22 5.64 4.35  -0.828
N 3.04 3.45 4.35  -0.758
H 0.94 2.01 3.27  -0.780
H 1.97 2.38 1.85  -0.550
H 0.45 3.22 2.08  -0.010
H 2.34 4.73 2.85  0.350
H 1.45 5.26 5.07  0.332
H 0.36 3.90 4.96  0.284
H -1.66 4.70 4.75  0.200
H -1.96 6.07 3.67  0.348
H -0.97 6.26 5.21  0.307
H 2.75 2.68 4.90  0.179
H 3.77 3.08 3.68  0.211
C 4.79 -0.10 5.82  -1.302
C 5.19 -0.69 4.44  0.042
C 4.02 -0.73 3.52  0.483
O 4.44 -1.46 2.38  -0.478
C 3.38 -2.09 1.64  -0.477
N 6.32 0.05 3.90  -0.685
H 5.70 -0.11 6.50  0.331
H 3.96 -0.61 6.30  0.329
H 4.52 0.96 5.78  0.222
H 5.61 -1.68 4.63  0.302
H 3.80 0.31 3.30  -0.252
H 3.21 -1.30 4.02  0.236
H 2.75 -1.40 1.04  0.040
H 2.74 -2.63 2.33  0.367
H 3.78 -2.80 0.87  0.306
H 6.56 -0.46 3.04  0.313
H 6.20 1.03 3.81  0.240
C 3.01 -8.49 -1.28  -1.318
C 1.98 -8.02 -2.33  0.041
C 1.29 -6.71 -1.86  -0.103
O 0.57 -6.91 -0.69  -0.423
C -0.17 -5.80 -0.32  -0.483
N 2.63 -7.95 -3.65  -0.542
H 3.30 -9.52 -1.54  0.346
H 2.53 -8.35 -0.30  0.326
H 3.88 -7.87 -1.31  0.344
H 1.16 -8.77 -2.44  0.401
H 0.58 -6.40 -2.62  0.229
H 2.08 -5.92 -1.83  0.051
H -1.06 -5.64 -0.86  0.416
H 0.45 -4.89 -0.50  0.110
H -0.45 -5.74 0.75  0.161
H 3.30 -7.19 -3.68  0.178
H 2.02 -8.08 -4.44  0.259
C 2.03 4.60 -7.86  -1.339
C 2.46 5.24 -6.51  0.406
C 1.43 5.10 -5.43  0.144
O 0.18 5.60 -5.90  -0.379
C -0.88 5.52 -4.93  -0.384
N 3.65 4.68 -5.91  -0.536
H 1.42 5.16 -8.57  0.337
H 1.49 3.66 -7.68  0.232
H 2.92 4.28 -8.47  0.369
H 2.52 6.36 -6.61  0.312
H 1.73 5.70 -4.53  0.280
H 1.32 4.03 -5.18  -0.409
H -0.91 4.54 -4.45  0.034
H -1.81 5.69 -5.49  0.312
H -0.77 6.22 -4.06  0.187
H 4.45 4.80 -6.51  0.223
H 3.94 5.11 -5.03  0.207
C 0.61 -2.40 -4.76  -1.507
C 1.44 -3.19 -3.78  0.869
C 2.65 -3.85 -4.45  -0.898
O 3.42 -2.80 -4.94  -0.167
C 4.73 -3.21 -5.11  -0.879
N 1.84 -2.38 -2.61  0.028
H 0.32 -3.08 -5.55  0.557
H 1.14 -1.59 -5.21  0.276
H -0.33 -1.99 -4.40  0.201
H 0.79 -4.00 -3.43  -0.183
H 2.42 -4.52 -5.33  0.316
H 3.27 -4.37 -3.73  0.426
H 4.87 -4.22 -5.66  0.274
H 5.18 -3.41 -4.15  0.384
H 5.32 -2.43 -5.60  0.254
H 2.20 -1.45 -2.90  -0.129
H 2.50 -2.79 -1.99  0.155
C 0.01 -5.38 6.41  -1.550
C -0.44 -3.94 6.44  1.153
C -1.59 -3.54 5.57  -0.674
O -1.23 -3.77 4.24  -0.263
C -2.21 -3.42 3.27  -0.410
N -0.74 -3.61 7.85  -0.714
H 0.79 -5.54 7.15  0.456
H 0.44 -5.62 5.41  0.266
H -0.85 -5.99 6.55  0.379
H 0.39 -3.31 6.15  -0.208
H -1.73 -2.47 5.78  0.275
H -2.52 -4.10 5.80  0.350
H -2.35 -2.33 3.12  0.026
H -3.16 -3.86 3.54  0.490
H -1.92 -3.94 2.35  -0.037
H -0.97 -2.67 8.02  0.210
H 0.00 -3.90 8.43  0.223
C -5.81 0.88 -0.75  -1.967
C -6.46 -0.08 0.25  1.084
C -7.54 0.64 0.98  -0.970
O -7.82 -0.14 2.12  -0.266
C -9.12 0.21 2.56  -0.847
N -6.84 -1.31 -0.44  -0.522
H -6.55 1.18 -1.48  0.647
H -5.04 0.30 -1.27  0.305
H -5.35 1.74 -0.27  0.406
H -5.68 -0.43 0.93  -0.020
H -8.38 0.99 0.37  0.400
H -6.99 1.56 1.31  0.312
H -9.90 0.09 1.83  0.352
H -9.18 1.25 2.86  0.332
H -9.38 -0.42 3.43  0.248
H -7.39 -1.09 -1.25  0.246
H -7.39 -1.88 0.21  0.264
C -0.21 -1.39 0.45  -0.272
C -0.91 -0.77 -0.71  2.565
C 0.01 0.19 -1.42  0.001
O 0.23 1.24 -0.54  0.734
C 0.87 2.31 -1.23  -0.468
N -1.38 -1.76 -1.67  -0.732
H 0.20 -0.60 1.09  0.051
H 0.61 -2.06 0.17  -0.021
H -0.93 -1.96 1.15  -0.516
H -1.83 -0.24 -0.39  -1.286
H -0.53 0.50 -2.33  -0.174
H 0.95 -0.26 -1.70  -0.357
H 0.10 2.86 -1.78  0.188
H 1.73 2.02 -1.86  0.039
H 1.25 3.03 -0.54  0.016
H -0.67 -2.35 -2.01  -0.012
H -1.85 -1.28 -2.44  0.266

=====

(4)
A structure of composition CH3BeMgO2 at a distorted geometry, computed with wB97M-V/def2-TZVPD.

Calculated values
Spin multiplicity   1
Molecular weight   80.35 g mol⁻¹
DFT total energy   -11027.476 eV
Relative energy (zero: lowest compared OMol25 entry of this formula, charge and spin)   38.4 kcal/mol
Max |F|   5.033 eV/Å
Net charge   -1

Last column: Mulliken charge in e.
CARTESIAN COORDINATES (ANGSTROEM)
O 0.21 -1.37 -0.23  -0.858
C 0.90 -0.31 0.31  0.153
O 0.03 0.81 0.39  0.081
H 1.79 -0.04 -0.30  0.242
H 1.26 -0.54 1.34  0.175
Mg -1.41 -0.31 -0.45  0.273
Be 0.19 2.09 0.02  -0.804
H -2.98 -0.32 -1.09  -0.262